[1]
This record from OMol25 describes a cluster of 3 separate species, C20H56ClN8O4P4 in total. The level of theory is wB97M-V/def2-TZVPD.

Values from the calculation:
Net charge: +1
HOMO energy, hartree: -0.3364
Total energy, eV: -91416.5062

```
93
C20H56ClN8O4P4 (wB97M-V/def2-TZVPD)
C -3.2996 0.5989 2.8910
C -3.3079 1.5082 1.4871
O -4.5174 1.2954 0.6883
C -4.2466 1.0813 -0.7357
C -4.9892 2.1361 -1.7567
C -6.5246 2.5306 -1.3456
C -6.8143 3.6617 -0.1944
C -8.4471 3.8564 -0.5007
Cl -8.8946 5.0019 -1.9370
P -9.2571 4.7784 0.9634
O -8.3121 4.7160 2.2447
C -8.8276 2.2508 -0.7512
P -10.1796 1.4840 0.3763
N -11.6551 1.7278 -0.3223
N -7.5236 1.4564 -0.9766
H -2.9539 1.3437 3.7383
H -2.4145 -0.1938 2.7847
H -4.3225 0.0709 3.0994
H -3.2782 2.6477 1.8210
H -2.2954 1.2635 0.9572
H -3.1199 1.0460 -1.0425
H -4.6909 0.0056 -1.0032
H -5.0217 1.6561 -2.8410
H -4.3704 3.1454 -1.8696
H -6.9649 2.9616 -2.3611
H -6.1370 4.6156 -0.1902
H -6.8569 2.9958 0.7928
H -9.3415 6.1872 0.5567
H -10.6205 4.3660 1.2458
H -9.3575 2.3074 -1.7939
H -10.2303 2.0909 1.6935
H -9.9103 0.0919 0.5432
H -12.0815 0.7715 -0.5256
H -7.8037 0.9007 -1.8384
H -7.4064 0.9163 -0.0883
O -0.9852 -0.7302 0.2866
P -0.1065 -1.4156 -0.7882
N -0.6729 -2.9706 -0.4715
C -0.3727 -3.7786 0.6884
C -2.0220 -3.2367 -0.9710
N 1.3657 -0.9670 -0.0443
C 2.1176 -1.7666 0.9029
C 1.4043 0.4320 0.4119
N 0.9036 -2.2037 -2.0239
C 1.4821 -3.5332 -2.0488
C 1.5310 -1.2920 -2.9732
H -0.7034 -4.8141 0.5432
H -0.8372 -3.3821 1.5873
H 0.7032 -3.8691 0.8525
H -1.9796 -3.4248 -2.0489
H -2.6898 -2.3857 -0.8034
H -2.4939 -4.1114 -0.5104
H 1.5148 -2.0498 1.7693
H 2.9926 -1.2263 1.2848
H 2.5357 -2.6560 0.4392
H 0.9442 0.5470 1.3948
H 0.8782 1.0858 -0.2920
H 2.4348 0.8018 0.4650
H 2.0881 -3.7574 -1.1725
H 2.1385 -3.6801 -2.9153
H 0.7080 -4.3014 -2.1403
H 2.5198 -0.9801 -2.6342
H 0.9139 -0.3981 -3.1064
H 1.6242 -1.7503 -3.9667
O 5.2621 -1.0677 0.4958
P 6.7939 -1.2566 0.6195
N 6.9715 -0.1808 1.9041
C 6.8740 1.2598 1.8428
C 6.5001 -0.6920 3.1913
N 7.1172 -0.6471 -0.9445
C 7.4378 0.7286 -1.2710
C 6.2139 -1.1619 -1.9864
N 8.5548 -1.4738 0.7618
C 9.5800 -0.5401 1.1864
C 9.0916 -2.6137 0.0280
H 7.2310 1.7184 2.7727
H 5.8549 1.5874 1.6558
H 7.5302 1.6786 1.0769
H 7.2470 -1.3774 3.6053
H 5.5592 -1.2416 3.0873
H 6.3340 0.0917 3.9384
H 6.6682 1.4221 -0.9233
H 7.5357 0.8759 -2.3537
H 8.4053 1.0236 -0.8740
H 5.2818 -0.5956 -2.0259
H 5.9690 -2.2139 -1.8045
H 6.6871 -1.1219 -2.9744
H 9.5735 0.3932 0.6258
H 10.5886 -0.9554 1.0694
H 9.4868 -0.3053 2.2512
H 9.3976 -2.3319 -0.9803
H 8.3396 -3.4052 -0.0480
H 9.9505 -3.0569 0.5492
```

***

[2]
This record from OMol25 describes a structure of composition C20H56IO10S9Zr. The level of theory is wB97M-V/def2-TZVPD.

Values from the calculation:
Net charge: +3
HOMO energy, hartree: -0.5279
Total energy, eV: -148991.1721

```
97
C20H56IO10S9Zr (wB97M-V/def2-TZVPD)
Zr -3.7504 0.2904 -1.1418
I -0.4190 0.2351 -0.2720
C -1.5668 4.4407 -1.3778
S -2.9399 3.7684 -0.2977
O -2.9905 2.3355 -0.8244
C -2.0569 4.0057 1.2834
H -0.6336 3.8906 -1.2569
H -1.6487 5.5026 -1.1458
H -1.8982 4.2399 -2.3966
H -1.1639 3.3940 1.1548
H -2.6397 3.5825 2.1015
H -1.9029 5.0718 1.4500
C 3.2724 -0.3998 -1.8696
S 3.4932 -2.0841 -2.5791
O 2.1429 -2.7807 -2.3681
C 3.6888 -1.3652 -4.3089
H 4.2775 -0.0068 -1.7165
H 2.8096 -0.4575 -0.8844
H 2.5961 0.2145 -2.4639
H 4.5621 -0.7149 -4.3607
H 2.8397 -0.7622 -4.6307
H 3.8258 -2.1156 -5.0875
C -2.0332 0.6056 -5.5029
S -1.9497 1.6000 -3.9427
O -2.6416 0.8561 -2.7976
C -0.1453 1.4726 -3.6996
H -1.4015 0.9487 -6.3223
H -3.0509 0.4374 -5.8553
H -1.7361 -0.4062 -5.2270
H 0.1032 1.9594 -2.7565
H 0.3512 1.8914 -4.5749
H 0.1473 0.4270 -3.6039
C -4.8130 0.0038 3.4747
S -3.8704 1.2140 2.4265
O -3.7309 0.7466 0.9748
C -2.2754 0.9109 3.2969
H -4.3878 -0.9951 3.3774
H -5.8942 0.0288 3.3388
H -4.6585 0.2164 4.5326
H -1.9518 -0.1262 3.3847
H -2.1535 1.2362 4.3301
H -1.4485 1.3182 2.7153
C 1.9019 -0.1088 2.9705
S 2.7080 0.6814 4.4810
O 2.8286 2.1184 4.0478
C 1.2371 0.6069 5.6434
H 1.1215 0.5427 2.5772
H 1.5096 -1.1002 3.1970
H 2.5965 -0.2778 2.1476
H 1.4939 0.8541 6.6735
H 0.8185 -0.3840 5.8193
H 0.5085 1.3462 5.3107
C -4.0354 -3.6816 -3.4479
S -2.7489 -2.3829 -3.4413
O -3.2351 -1.4066 -2.3641
C -1.4084 -3.4206 -2.7449
H -3.5754 -4.4749 -4.0370
H -4.9364 -3.3069 -3.9337
H -4.2639 -4.0388 -2.4438
H -0.9696 -4.1162 -3.4603
H -1.8960 -4.1236 -2.0696
H -0.6105 -2.8353 -2.2879
C 2.8659 -5.6293 2.6602
S 1.4854 -4.3996 2.0986
O 1.2449 -3.4516 3.2941
C 2.3666 -3.4603 0.7659
H 3.7260 -4.9917 2.8646
H 3.1663 -6.3500 1.8996
H 2.5316 -6.2298 3.5062
H 3.2943 -3.0847 1.1977
H 1.7552 -2.7025 0.2761
H 2.6546 -4.1120 -0.0589
C -1.4031 -2.9060 1.6732
S -3.1632 -2.4404 1.2707
O -3.0815 -1.4529 0.0987
C -3.6629 -4.0510 0.5318
H -1.3741 -3.7822 2.3210
H -0.8722 -2.0543 2.0985
H -1.0060 -3.3195 0.7461
H -2.8649 -4.4961 -0.0626
H -4.5464 -3.9758 -0.1021
H -3.8504 -4.7835 1.3169
C 3.8140 3.1874 0.9803
C 4.3574 4.5983 0.8773
C 3.7705 5.3316 -0.3271
S 2.0204 4.6398 -0.4040
O 1.7170 4.3999 -1.7765
O 1.2448 5.5251 0.4819
C 2.4195 3.0315 0.4047
H 3.8309 2.8690 2.0226
H 4.5524 2.5580 0.4835
H 5.4455 4.6602 0.8963
H 4.0500 5.2281 1.7122
H 4.2687 4.9124 -1.2012
H 3.8822 6.3895 -0.5649
H 2.2754 2.3053 -0.3953
H 1.6837 2.9151 1.2004
```